No. 1
ORCA calculation (ωB97M-V/def2-TZVPD) on 2 unconnected molecules or ions with the total composition CH4NO2.

Geometry as XYZ:
```
8
Properties=species:S:1:pos:R:3
O 1.373 -1.799 -0.733
H 1.885 -0.988 -0.847
C 0.115 0.930 0.841
N -1.146 1.338 0.133
O 0.114 -0.257 1.159
H 0.718 -1.429 -0.100
H -1.992 0.846 0.424
H -1.067 1.361 -0.877
```

Output
Total charge: -1
F_max: 0.0195 Eh/bohr
Energy above the lowest of the compared OMol25 structures with the same formula, charge and spin: 214.3 kJ/mol



No. 2
ORCA calculation (ωB97M-V/def2-TZVPD) on 2 unconnected molecules or ions with the total composition CH4NO2.

Geometry as XYZ:
```
8
Properties=species:S:1:pos:R:3
O -0.009 -2.710 -0.600
H -0.375 -1.853 -0.327
C -0.563 0.956 0.265
N 0.206 2.101 -0.282
O 0.067 0.092 0.844
H 0.928 -2.603 -0.408
H -0.031 2.331 -1.229
H 0.532 2.846 0.320
```

Output
Total charge: -1
F_max: 0.0338 Eh/bohr
Energy above the lowest of the compared OMol25 structures with the same formula, charge and spin: 242.5 kJ/mol



No. 3
ORCA calculation (ωB97M-V/def2-TZVPD) on 2 unconnected molecules or ions with the total composition CH4NO2.

Geometry as XYZ:
```
8
Properties=species:S:1:pos:R:3
C 0.407 1.516 -0.128
N 0.844 0.400 -0.025
O -0.827 -1.490 -0.041
O 1.285 -0.605 -0.055
H -0.554 1.664 0.224
H 0.998 2.454 -0.318
H -0.994 -1.717 0.802
H -1.161 -2.223 -0.459
```

Output
Total charge: +1
Spin multiplicity: 3
F_max: 0.1703 Eh/bohr
Energy above the lowest of the compared OMol25 structures with the same formula, charge and spin: 63.3 kJ/mol



No. 4
ORCA calculation (ωB97M-V/def2-TZVPD) on 2 unconnected molecules or ions with the total composition CH4NO2S.

Geometry as XYZ:
```
9
Properties=species:S:1:pos:R:3
C -1.138 -0.488 -0.247
N 1.729 2.189 0.573
O 1.377 -0.608 -0.934
O 0.824 -1.540 1.256
S 0.702 -0.379 0.358
H -1.767 -0.416 0.547
H -1.173 0.474 -0.836
H -1.357 -1.419 -0.844
H 0.801 2.186 0.127
```

Output
Total charge: -1
F_max: 0.0711 Eh/bohr
Energy above the lowest of the compared OMol25 structures with the same formula, charge and spin: 631.2 kJ/mol



No. 5
ORCA calculation (ωB97M-V/def2-TZVPD) on a gas-phase ion, CH4NO2Si (charge -1).

Geometry as XYZ:
```
9
Properties=species:S:1:pos:R:3
N -1.364 0.261 -0.859
Si -0.188 -0.076 0.487
C 1.717 0.230 0.259
O 2.254 -0.334 -0.684
O 2.366 0.937 1.020
H -2.163 -0.272 -0.744
H -1.165 0.171 -1.832
H -0.694 -1.533 0.644
H -0.763 0.616 1.710
```

Output
Total charge: -1
Structure (SMILES): N[SiH2]C(=O)[O-]
F_max: 0.0635 Eh/bohr
Energy above the lowest of the compared OMol25 structures with the same formula, charge and spin: 59.1 kJ/mol



No. 6
ORCA calculation (ωB97M-V/def2-TZVPD) on 2 unconnected molecules or ions with the total composition CH4NO2Si.

Geometry as XYZ:
```
9
Properties=species:S:1:pos:R:3
C 0.320 -0.780 -1.543
N -0.814 -0.337 1.201
O -0.060 -1.911 -1.283
O 0.575 -0.178 -2.570
Si 0.226 0.427 0.069
H -0.848 -1.342 1.273
H -1.155 0.123 2.032
H 2.159 2.264 0.933
H -0.402 1.732 -0.111
```

Output
Total charge: -1
F_max: 0.0299 Eh/bohr
Energy above the lowest of the compared OMol25 structures with the same formula, charge and spin: 282.5 kJ/mol



No. 7
ORCA calculation (ωB97M-V/def2-TZVPD) on a gas-phase ion, CH4NO3 (charge +1).

Geometry as XYZ:
```
9
Properties=species:S:1:pos:R:3
N -0.876 -0.513 0.102
C 0.469 0.063 0.127
O 0.284 1.367 -0.437
O 1.497 -0.753 -0.157
O 1.266 -0.256 1.133
H -0.977 -0.602 -0.985
H -1.477 0.287 0.340
H -1.208 -1.359 0.773
H 1.022 1.765 -0.896
```

Output
Total charge: +1
Structure (SMILES): [NH3+]C1(O)OO1
F_max: 0.0772 Eh/bohr
Energy above the lowest of the compared OMol25 structures with the same formula, charge and spin: 130.4 kJ/mol



No. 8
ORCA calculation (ωB97M-V/def2-TZVPD) on CH4NO3P in the gas phase.

Geometry as XYZ:
```
10
Properties=species:S:1:pos:R:3
C 1.305 -0.546 1.020
N -0.396 0.905 -1.356
O -1.550 -1.424 -0.641
O -0.948 0.474 1.121
O 0.980 -0.706 -0.096
P -0.936 -0.172 -0.219
H 0.692 -0.200 1.889
H 2.357 -0.916 1.288
H -0.634 1.747 -0.877
H -0.870 0.838 -2.130
```

Output
F_max: 0.1301 Eh/bohr
Energy above the lowest of the compared OMol25 structures with the same formula, charge and spin: 128.7 kJ/mol



No. 9
ORCA calculation (ωB97M-V/def2-TZVPD) on CH4NO3P in the gas phase.

Geometry as XYZ:
```
10
Properties=species:S:1:pos:R:3
C -0.997 1.218 0.071
N 0.461 -1.687 -0.092
O 2.332 0.335 0.257
O -0.217 0.718 1.101
O -0.217 0.738 -1.058
P 0.777 0.022 -0.005
H -1.986 0.795 -0.059
H -1.254 2.234 0.177
H 1.283 -2.139 0.217
H -0.182 -2.233 -0.608
```

Output
F_max: 0.1334 Eh/bohr
Energy above the lowest of the compared OMol25 structures with the same formula, charge and spin: 63.6 kJ/mol



No. 10
ORCA calculation (ωB97M-V/def2-TZVPD) on 2 unconnected molecules or ions with the total composition CH4NO4P.

Geometry as XYZ:
```
11
Properties=species:S:1:pos:R:3
C 0.895 -1.463 -0.165
N 0.513 -0.279 -0.360
O -1.547 -1.039 1.267
O -1.369 1.363 0.581
O -1.897 -0.518 -1.247
O 1.097 2.240 0.131
P -1.254 -0.080 0.105
H 2.004 -1.625 -0.312
H 1.211 1.726 -0.661
H 0.112 -2.158 0.261
H 0.233 1.834 0.400
```

Output
Total charge: -2
F_max: 0.0437 Eh/bohr
Energy above the lowest of the compared OMol25 structures with the same formula, charge and spin: 4.6 kJ/mol



No. 11
ORCA calculation (ωB97M-V/def2-TZVPD) on 2 unconnected molecules or ions with the total composition CH4NOP.

Geometry as XYZ:
```
8
Properties=species:S:1:pos:R:3
C -1.122 -0.818 0.114
N -2.032 -0.082 0.058
O -2.956 0.675 0.036
H -0.440 -1.571 -0.209
P 1.747 1.093 0.094
H 0.513 0.501 -0.505
H 2.354 0.064 -0.657
H 1.937 0.138 1.069
```

Output
Structure (SMILES): C#[N+][O-].P
F_max: 0.0383 Eh/bohr
Energy above the lowest of the compared OMol25 structures with the same formula, charge and spin: 455.0 kJ/mol



No. 12
ORCA calculation (ωB97M-V/def2-TZVPD) on CH4NOP in the gas phase.

Geometry as XYZ:
```
8
Properties=species:S:1:pos:R:3
O -2.003 -0.635 1.037
N -1.354 0.079 0.362
C -0.119 -0.555 -0.219
P 1.046 0.626 0.637
H 0.000 -0.202 -1.235
H -0.266 -1.611 -0.147
H 0.681 1.754 -0.142
H 2.016 0.545 -0.293
```

Output
Structure (SMILES): O=NCP
F_max: 0.0422 Eh/bohr
Energy above the lowest of the compared OMol25 structures with the same formula, charge and spin: 388.4 kJ/mol



No. 13
ORCA calculation (ωB97M-V/def2-TZVPD) on a molecular structure, CH4NOP.

Geometry as XYZ:
```
8
Properties=species:S:1:pos:R:3
C 0.299 -0.213 -0.580
N 0.776 -1.218 -0.894
O 0.107 2.553 0.259
P 0.832 1.546 -0.534
H -2.171 -0.327 -0.846
H 1.174 -2.134 -0.832
H -2.810 -0.643 -1.223
H 0.508 1.448 -1.871
```

Output
F_max: 0.0457 Eh/bohr
Energy above the lowest of the compared OMol25 structures with the same formula, charge and spin: 377.4 kJ/mol



No. 14
ORCA calculation (ωB97M-V/def2-TZVPD) on a molecular structure, CH4NOP.

Geometry as XYZ:
```
8
Properties=species:S:1:pos:R:3
C 1.216 -0.720 -0.393
N -1.679 0.384 0.247
O 1.263 -0.179 0.978
P 0.606 0.924 -0.018
H 2.264 -0.776 -0.653
H 0.367 -1.513 -0.413
H -1.924 1.158 0.873
H -2.113 0.721 -0.621
```

Output
F_max: 0.0609 Eh/bohr
Energy above the lowest of the compared OMol25 structures with the same formula, charge and spin: 293.6 kJ/mol



No. 15
ORCA calculation (ωB97M-V/def2-TZVPD) on CH4NOPS in the gas phase.

Geometry as XYZ:
```
9
Properties=species:S:1:pos:R:3
C -0.543 -0.668 -0.688
O 0.521 0.420 -1.078
N 0.777 1.240 -0.003
S 1.265 0.205 1.309
P -0.507 -0.918 1.159
H -1.580 -0.329 -0.792
H 0.015 -1.554 -1.111
H 1.717 1.653 -0.362
H -1.665 -0.049 1.567
```

Output
Structure (SMILES): C1ONSP1
F_max: 0.0734 Eh/bohr
Energy above the lowest of the compared OMol25 structures with the same formula, charge and spin: 231.4 kJ/mol



No. 16
ORCA calculation (ωB97M-V/def2-TZVPD) on 2 unconnected molecules or ions with the total composition CH4NS.

Geometry as XYZ:
```
7
Properties=species:S:1:pos:R:3
S -2.386 0.648 0.376
H -1.898 0.773 -0.876
C 1.014 -0.547 0.308
N 1.032 0.364 -0.581
H 0.192 -0.835 0.960
H 2.016 -0.885 0.602
H 0.030 0.482 -0.789
```

Output
Total charge: -1
F_max: 0.0444 Eh/bohr
Energy above the lowest of the compared OMol25 structures with the same formula, charge and spin: 27.1 kJ/mol



No. 17
ORCA calculation (ωB97M-V/def2-TZVPD) on 2 unconnected molecules or ions with the total composition CH4NS.

Geometry as XYZ:
```
7
Properties=species:S:1:pos:R:3
S 0.268 -1.222 -1.885
H -0.321 -0.039 -1.676
C 0.167 1.187 1.484
N -0.816 1.048 2.424
H 0.474 0.450 0.738
H 0.733 2.153 1.417
H -1.391 1.885 2.421
```

Output
Total charge: -2
Spin multiplicity: 2
F_max: 0.0217 Eh/bohr
Energy above the lowest of the compared OMol25 structures with the same formula, charge and spin: 27.6 kJ/mol



No. 18
ORCA calculation (ωB97M-V/def2-TZVPD) on CH4O in the gas phase.

Geometry as XYZ:
```
6
Properties=species:S:1:pos:R:3
C 0.530 -0.370 -0.039
O -0.672 0.374 0.060
H 0.897 -0.401 -1.068
H 1.312 -0.089 0.670
H 0.212 -1.370 0.276
H -0.558 1.295 -0.114
```

Output
Structure (SMILES): CO
F_max: 0.0178 Eh/bohr
Energy above the lowest of the compared OMol25 structures with the same formula, charge and spin: 5.2 kJ/mol



No. 19
ORCA calculation (ωB97M-V/def2-TZVPD) on 2 unconnected molecules or ions with the total composition CH4O2.

Geometry as XYZ:
```
7
Properties=species:S:1:pos:R:3
C -1.082 0.485 -0.001
O -0.948 -0.668 0.044
H -0.300 1.258 0.327
H -2.000 1.000 -0.461
O 1.687 0.119 -0.062
H 1.493 -0.700 -0.579
H 1.391 -0.068 0.868
```

Output
Structure (SMILES): C=O.O
F_max: 0.0977 Eh/bohr
Energy above the lowest of the compared OMol25 structures with the same formula, charge and spin: 37.2 kJ/mol



No. 20
ORCA calculation (ωB97M-V/def2-TZVPD) on 2 unconnected molecules or ions with the total composition CH4O2.

Geometry as XYZ:
```
7
Properties=species:S:1:pos:R:3
C -1.298 1.230 -0.717
O -1.960 0.398 -1.240
H -0.766 1.957 -1.393
H -0.979 1.554 0.291
O 2.627 -1.373 1.662
H 1.842 -1.915 1.760
H 2.650 -1.041 0.762
```

Output
Structure (SMILES): C=O.O
F_max: 0.0732 Eh/bohr
Energy above the lowest of the compared OMol25 structures with the same formula, charge and spin: 53.3 kJ/mol